A cluster of 9 separate species, C63H147N9O15 in total in a non-equilibrium geometry, computed with ωB97M-V with the def2-TZVPD basis set.

Properties
- energy above the lowest of the compared OMol25 structures with the same formula, charge and spin (eV) = 3.214
- structure (SMILES) = CC1(C)CCCC(C)(C)N1O.CC1(C)CCCC(C)(C)N1O.CC1(C)CCCC(C)(C)N1O.COCCNCCOC.COCCNCCOC.COCCNCCOC.COCCNCCOC.COCCNCCOC.COCCNCCOC
- E_LUMO (eV) = 0.51

ORCA input file:
```
! RIJCOSX wB97M-V def2-TZVPD def2/J DEFGRID3
* xyz 0 1
C -2.43 -1.32 -1.40
C -3.98 -1.05 -1.24
C -4.44 -2.19 -0.23
C -5.74 -1.83 0.57
C -5.73 -0.38 1.00
C -5.33 0.76 -0.06
N -4.12 0.36 -0.78
O -3.67 1.31 -1.66
C -6.58 1.03 -0.86
C -5.01 2.10 0.72
C -4.65 -1.31 -2.64
H -1.96 -1.36 -0.42
H -1.91 -0.64 -2.07
H -2.30 -2.29 -1.88
H -4.61 -3.12 -0.78
H -3.66 -2.47 0.47
H -6.00 -2.56 1.33
H -6.53 -1.81 -0.18
H -5.04 -0.28 1.84
H -6.72 -0.12 1.38
H -6.22 1.76 -1.59
H -6.93 0.21 -1.49
H -7.46 1.36 -0.31
H -4.84 2.92 0.03
H -5.87 2.38 1.34
H -4.12 1.94 1.33
H -4.70 -0.48 -3.34
H -5.69 -1.61 -2.55
H -4.09 -2.02 -3.24
H -2.77 1.29 -1.33
C 2.46 -3.41 -3.60
C 3.45 -3.86 -2.46
C 4.87 -3.82 -3.19
C 6.04 -3.98 -2.14
C 5.95 -2.85 -1.11
C 4.60 -2.71 -0.37
N 3.47 -2.80 -1.40
O 2.18 -2.58 -0.83
C 4.44 -3.69 0.85
C 4.54 -1.26 0.13
C 2.99 -5.17 -1.96
H 1.41 -3.41 -3.32
H 2.53 -4.08 -4.45
H 2.71 -2.47 -4.09
H 4.92 -4.52 -4.02
H 4.97 -2.84 -3.65
H 7.00 -3.85 -2.65
H 6.12 -4.96 -1.68
H 6.41 -1.90 -1.39
H 6.73 -3.19 -0.43
H 3.41 -3.72 1.20
H 4.68 -4.71 0.55
H 4.95 -3.30 1.73
H 4.72 -0.47 -0.59
H 3.58 -1.11 0.63
H 5.33 -1.07 0.86
H 3.16 -5.95 -2.70
H 1.91 -5.09 -1.82
H 3.39 -5.45 -0.99
H 1.78 -2.09 -1.56
C 1.59 -6.52 1.60
C 1.41 -6.39 3.09
C 2.17 -5.14 3.59
C 1.25 -3.88 3.49
C -0.15 -3.96 4.15
C -0.92 -5.18 3.54
N -0.01 -6.40 3.49
O -0.58 -7.60 3.14
C -2.02 -5.56 4.52
C -1.52 -4.86 2.16
C 2.02 -7.66 3.74
H 1.33 -5.64 1.01
H 1.07 -7.42 1.27
H 2.63 -6.75 1.37
H 2.57 -5.43 4.57
H 3.02 -4.89 2.95
H 1.07 -3.51 2.49
H 1.70 -3.03 4.00
H -0.62 -3.06 3.75
H -0.16 -3.97 5.24
H -2.60 -6.39 4.11
H -1.62 -5.92 5.47
H -2.76 -4.77 4.66
H -2.02 -5.73 1.75
H -2.25 -4.05 2.19
H -0.72 -4.56 1.48
H 2.18 -7.48 4.80
H 2.95 -8.01 3.29
H 1.55 -8.65 3.69
H -0.59 -8.15 3.92
C 3.88 -0.31 3.66
O 5.25 -0.33 4.03
C 5.77 1.01 4.11
C 7.19 1.04 4.69
N 7.08 0.45 6.02
C 8.35 0.30 6.68
C 8.24 -0.83 7.71
O 7.99 -2.05 7.06
C 8.04 -3.11 7.92
H 3.46 -1.31 3.56
H 3.93 0.03 2.62
H 3.18 0.22 4.29
H 5.23 1.77 4.67
H 5.86 1.37 3.09
H 7.53 2.06 4.83
H 7.81 0.56 3.94
H 6.71 -0.49 5.99
H 8.64 1.22 7.17
H 9.14 0.07 5.95
H 7.54 -0.62 8.51
H 9.24 -0.99 8.11
H 7.33 -3.05 8.74
H 8.95 -3.44 8.42
H 7.76 -4.01 7.37
C -5.18 -2.69 -6.65
O -3.93 -2.06 -6.87
C -2.80 -2.60 -6.21
C -1.48 -1.92 -6.41
N -0.90 -1.93 -7.76
C 0.55 -1.58 -7.76
C 1.19 -1.62 -9.29
O 0.30 -1.00 -10.26
C 0.77 -0.98 -11.55
H -5.56 -2.63 -5.63
H -5.13 -3.73 -6.95
H -6.00 -2.25 -7.23
H -2.73 -3.62 -6.59
H -3.02 -2.64 -5.14
H -0.74 -2.33 -5.74
H -1.70 -0.88 -6.15
H -1.50 -1.43 -8.41
H 1.08 -2.41 -7.28
H 0.87 -0.73 -7.17
H 1.45 -2.60 -9.67
H 2.14 -1.09 -9.26
H 1.82 -0.78 -11.74
H 0.25 -0.26 -12.19
H 0.59 -1.95 -12.01
C -6.64 1.93 9.62
O -5.95 2.26 8.38
C -4.83 3.21 8.49
C -4.05 3.30 7.14
N -3.63 2.02 6.70
C -3.29 1.99 5.31
C -2.64 0.61 5.02
O -3.53 -0.43 5.22
C -3.20 -1.63 4.62
H -7.37 1.16 9.37
H -7.20 2.74 10.09
H -6.08 1.54 10.46
H -4.15 2.82 9.24
H -5.14 4.17 8.90
H -3.23 4.00 7.32
H -4.61 3.82 6.36
H -4.31 1.29 6.86
H -2.59 2.80 5.10
H -4.18 2.12 4.70
H -1.69 0.44 5.54
H -2.26 0.68 4.00
H -2.35 -2.02 5.18
H -2.90 -1.63 3.57
H -4.01 -2.34 4.77
C -7.92 5.34 -0.92
O -6.74 4.90 -1.43
C -6.79 4.49 -2.78
C -5.34 4.09 -3.20
N -4.49 5.20 -3.47
C -3.10 4.75 -3.50
C -2.07 5.74 -4.10
O -0.89 4.94 -4.42
C -0.07 5.64 -5.39
H -8.72 4.63 -1.12
H -8.20 6.26 -1.43
H -7.86 5.62 0.14
H -7.18 5.29 -3.41
H -7.47 3.63 -2.84
H -5.48 3.57 -4.14
H -4.96 3.42 -2.43
H -4.65 5.77 -2.64
H -2.96 3.79 -4.00
H -2.84 4.48 -2.48
H -1.85 6.52 -3.37
H -2.55 6.05 -5.03
H 0.82 5.03 -5.55
H 0.15 6.66 -5.07
H -0.55 5.75 -6.36
C 6.72 5.36 -3.90
O 5.42 5.91 -3.64
C 5.23 6.37 -2.32
C 3.82 6.96 -2.11
N 2.79 5.95 -2.28
C 1.42 6.43 -2.26
C 0.73 6.23 -0.88
O -0.62 6.77 -0.82
C -1.27 6.52 0.37
H 6.83 4.28 -3.80
H 7.47 5.76 -3.21
H 6.99 5.67 -4.91
H 5.97 7.13 -2.08
H 5.40 5.51 -1.68
H 3.65 7.78 -2.80
H 3.81 7.49 -1.16
H 3.09 5.46 -3.11
H 0.72 5.96 -2.95
H 1.42 7.48 -2.56
H 1.38 6.61 -0.10
H 0.69 5.15 -0.69
H -0.75 6.93 1.23
H -1.49 5.46 0.54
H -2.23 7.04 0.30
C 0.55 0.01 2.19
O 0.52 1.15 1.38
C -0.84 1.56 1.13
C -0.88 2.47 -0.14
N -0.69 1.58 -1.30
C -0.28 2.15 -2.57
C 0.46 1.10 -3.51
O 1.26 0.19 -2.74
C 2.50 0.70 -2.28
H 1.59 -0.31 2.05
H -0.06 -0.81 1.82
H 0.41 0.23 3.24
H -1.25 2.08 1.99
H -1.46 0.68 0.97
H 0.01 3.10 -0.02
H -1.78 3.08 -0.15
H -0.09 0.78 -1.13
H 0.33 3.05 -2.51
H -1.19 2.53 -3.04
H 1.02 1.63 -4.28
H -0.19 0.43 -4.07
H 2.39 1.70 -1.88
H 3.17 0.66 -3.14
H 2.85 0.12 -1.42
*
```